# 1
The following is a quantum chemistry calculation of a molecular structure, C33H24F10MoN4, from the OMol25 dataset.

Results
LUMO level (alpha / beta): -0.42 / -0.82 eV
Multiplicity: 3
HOMO-LUMO gap (alpha / beta): 6.728 / 7.082 eV
Expectation value of S²: 2.02
Energy relative to the best compared isomer or geometry (same formula, charge and spin): 0.0 kJ/mol

Positions of all 72 atoms, in Å:
1 Mo -0.678 0.670 0.572
2 C -3.024 1.717 2.602
3 N -2.348 0.481 2.182
4 C -3.362 -0.461 1.642
5 C -3.529 -0.197 0.157
6 N -2.209 -0.192 -0.450
7 C -1.949 -1.071 -1.495
8 C -1.390 -0.647 -2.704
9 F -1.203 0.653 -2.933
10 C -1.000 -1.537 -3.690
11 F -0.447 -1.083 -4.815
12 C -1.201 -2.898 -3.523
13 F -0.842 -3.757 -4.478
14 C -1.786 -3.353 -2.354
15 F -1.981 -4.659 -2.169
16 C -2.141 -2.451 -1.368
17 F -2.640 -2.942 -0.219
18 C -1.656 -0.101 3.353
19 C -0.664 -1.166 2.934
20 N 0.280 -0.612 1.956
21 C 1.554 -1.147 2.020
22 C 2.701 -0.362 1.843
23 F 2.591 0.963 1.708
24 C 3.976 -0.893 1.799
25 F 5.022 -0.087 1.609
26 C 4.177 -2.253 1.968
27 F 5.408 -2.768 1.933
28 C 3.076 -3.062 2.172
29 F 3.231 -4.382 2.297
30 C 1.805 -2.516 2.187
31 F 0.775 -3.381 2.244
32 H -3.734 1.497 3.407
33 H -3.570 2.145 1.764
34 H -2.292 2.439 2.949
35 H -4.300 -0.345 2.197
36 H -2.999 -1.478 1.783
37 H -4.009 0.777 -0.006
38 H -4.180 -0.948 -0.298
39 H -2.397 -0.513 4.052
40 H -1.131 0.714 3.852
41 H -1.194 -2.041 2.538
42 H -0.143 -1.511 3.834
43 C -2.121 4.521 -1.278
44 C -0.995 4.910 -1.997
45 C 0.112 4.086 -2.012
46 C 0.093 2.883 -1.299
47 C -1.017 2.488 -0.539
48 C -2.125 3.336 -0.560
49 C 1.171 1.901 -1.402
50 C 2.397 2.163 -2.068
51 C 3.298 1.165 -2.241
52 C 2.971 -0.154 -1.840
53 C 3.807 -1.256 -2.121
54 C 3.413 -2.525 -1.804
55 C 2.160 -2.732 -1.195
56 C 1.347 -1.676 -0.882
57 C 1.746 -0.358 -1.181
58 N 0.917 0.703 -0.870
59 H -3.004 5.149 -1.282
60 H -0.991 5.840 -2.548
61 H 0.974 4.375 -2.598
62 H -3.022 3.079 -0.007
63 H 2.600 3.162 -2.417
64 H 4.248 1.352 -2.724
65 H 4.757 -1.075 -2.606
66 H 4.050 -3.370 -2.027
67 H 1.832 -3.737 -0.964
68 H 0.393 -1.849 -0.398
69 C -0.019 2.377 1.798
70 H 0.914 2.743 1.365
71 H 0.200 2.035 2.813
72 H -0.708 3.218 1.829



# 2
The following is a quantum chemistry calculation of a molecular structure, C33H24N7O2Pr at a distorted geometry, from the OMol25 dataset.

Results
LUMO level (alpha / beta): -5.92 / -5.90 eV
Multiplicity: 3
HOMO-LUMO gap (alpha / beta): 7.802 / 7.824 eV
Expectation value of S²: 2.00
Total charge: +2

Positions of all 67 atoms, in Å:
1 Pr 0.029 -0.113 0.209
2 C 4.118 -1.630 2.121
3 C 4.968 -1.932 1.070
4 C 4.538 -1.709 -0.227
5 C 3.254 -1.216 -0.451
6 N 2.425 -0.932 0.577
7 C 2.862 -1.123 1.824
8 C 2.711 -1.015 -1.820
9 C 3.457 -1.338 -2.954
10 C 2.867 -1.220 -4.201
11 C 1.569 -0.751 -4.294
12 C 0.897 -0.371 -3.129
13 N 1.458 -0.535 -1.921
14 C -0.422 0.305 -3.177
15 C -0.969 0.746 -4.382
16 C -2.132 1.498 -4.371
17 C -2.716 1.808 -3.154
18 C -2.136 1.298 -2.005
19 N -1.030 0.550 -1.998
20 H 4.424 -1.784 3.142
21 H 5.955 -2.327 1.249
22 H 5.212 -1.920 -1.038
23 H 2.175 -0.847 2.622
24 H 4.474 -1.684 -2.884
25 H 3.421 -1.477 -5.091
26 H 1.109 -0.680 -5.264
27 H -0.499 0.519 -5.324
28 H -2.562 1.852 -5.293
29 H -3.594 2.432 -3.095
30 H -2.580 1.516 -1.038
31 N -2.668 -2.800 1.189
32 C -1.477 -3.354 0.787
33 C -1.335 -4.738 1.014
34 C -0.195 -5.384 0.604
35 C 0.762 -4.650 -0.097
36 C 0.536 -3.311 -0.305
37 N -0.536 -2.628 0.161
38 C -3.160 -1.516 1.270
39 C -4.529 -1.393 1.578
40 C -5.083 -0.144 1.713
41 C -4.244 0.964 1.590
42 C -2.914 0.762 1.293
43 N -2.358 -0.455 1.094
44 H -3.335 -3.499 1.497
45 H -2.127 -5.275 1.513
46 H -0.058 -6.434 0.800
47 H 1.654 -5.126 -0.470
48 H 1.234 -2.745 -0.910
49 H -5.132 -2.280 1.694
50 H -6.134 -0.029 1.927
51 H -4.631 1.961 1.716
52 H -2.243 1.618 1.215
53 O 0.234 0.874 2.267
54 C 0.281 2.025 1.758
55 N 0.307 2.171 0.419
56 C 0.316 3.535 0.097
57 O 0.285 3.943 -1.038
58 C 0.323 4.294 1.384
59 C 0.357 5.644 1.661
60 C 0.370 6.028 3.001
61 C 0.321 5.091 4.020
62 C 0.268 3.728 3.744
63 C 0.288 3.345 2.418
64 H 0.373 6.373 0.867
65 H 0.423 7.076 3.245
66 H 0.330 5.416 5.047
67 H 0.211 2.996 4.533



# 3
The following is a quantum chemistry calculation of a molecular structure, C33H25AsN3PdS, from the OMol25 dataset.

Results
LUMO level (alpha / beta): 2.67 / 2.67 eV
Multiplicity: 1
HOMO-LUMO gap (alpha / beta): 5.044 / 5.042 eV
Total charge: -1
Energy relative to the best compared isomer or geometry (same formula, charge and spin): 0.0 kJ/mol

Positions of all 64 atoms, in Å:
1 Pd -0.589 0.126 -0.883
2 C 0.839 -3.986 -2.794
3 C -0.022 -4.182 -3.864
4 C -0.869 -3.154 -4.235
5 C -0.835 -1.952 -3.525
6 N 0.014 -1.761 -2.523
7 C 0.821 -2.753 -2.166
8 C -1.771 -0.821 -3.823
9 C -2.738 -0.919 -4.816
10 C -3.592 0.149 -5.028
11 C -3.474 1.270 -4.230
12 C -2.494 1.294 -3.241
13 N -1.656 0.272 -3.062
14 C -2.357 2.432 -2.284
15 C -3.246 3.509 -2.293
16 C -3.123 4.506 -1.346
17 C -2.102 4.407 -0.412
18 C -1.254 3.318 -0.483
19 N -1.369 2.343 -1.389
20 H 1.505 -4.768 -2.454
21 H -0.041 -5.125 -4.397
22 H -1.548 -3.293 -5.065
23 H 1.477 -2.535 -1.330
24 H -2.839 -1.814 -5.413
25 H -4.350 0.102 -5.800
26 H -4.144 2.104 -4.376
27 H -4.037 3.566 -3.028
28 H -3.814 5.341 -1.335
29 H -1.961 5.149 0.363
30 H -0.442 3.213 0.221
31 S -2.128 -0.957 0.518
32 C -1.252 -1.678 1.849
33 C -1.968 -2.476 2.771
34 C -1.362 -3.062 3.864
35 C 0.000 -2.878 4.095
36 C 0.723 -2.099 3.205
37 C 0.126 -1.502 2.089
38 As 1.160 -0.422 0.811
39 C 0.912 1.360 1.609
40 C 1.730 2.403 1.172
41 C 1.624 3.674 1.725
42 C 0.686 3.923 2.721
43 C -0.144 2.893 3.150
44 C -0.028 1.619 2.602
45 C 2.954 -0.682 1.709
46 C 3.465 0.090 2.752
47 C 4.729 -0.163 3.277
48 C 5.508 -1.197 2.768
49 C 5.013 -1.972 1.728
50 C 3.753 -1.704 1.205
51 H -3.028 -2.615 2.592
52 H -1.953 -3.668 4.544
53 H 0.488 -3.329 4.951
54 H 1.779 -1.956 3.389
55 H 2.460 2.215 0.392
56 H 2.270 4.472 1.375
57 H 0.599 4.912 3.155
58 H -0.887 3.081 3.917
59 H -0.680 0.820 2.936
60 H 2.872 0.895 3.173
61 H 5.105 0.448 4.090
62 H 6.493 -1.393 3.175
63 H 5.611 -2.779 1.319
64 H 3.379 -2.308 0.383



Which formula does entry 2 have? C33H24N7O2Pr



Which of these has the lowest multiplicity? C33H25AsN3PdS



Repeat the second record exactly.
The following is a quantum chemistry calculation of a molecular structure, C33H24N7O2Pr at a distorted geometry, from the OMol25 dataset.

Results
LUMO level (alpha / beta): -5.92 / -5.90 eV
Multiplicity: 3
HOMO-LUMO gap (alpha / beta): 7.802 / 7.824 eV
Expectation value of S²: 2.00
Total charge: +2

Positions of all 67 atoms, in Å:
1 Pr 0.029 -0.113 0.209
2 C 4.118 -1.630 2.121
3 C 4.968 -1.932 1.070
4 C 4.538 -1.709 -0.227
5 C 3.254 -1.216 -0.451
6 N 2.425 -0.932 0.577
7 C 2.862 -1.123 1.824
8 C 2.711 -1.015 -1.820
9 C 3.457 -1.338 -2.954
10 C 2.867 -1.220 -4.201
11 C 1.569 -0.751 -4.294
12 C 0.897 -0.371 -3.129
13 N 1.458 -0.535 -1.921
14 C -0.422 0.305 -3.177
15 C -0.969 0.746 -4.382
16 C -2.132 1.498 -4.371
17 C -2.716 1.808 -3.154
18 C -2.136 1.298 -2.005
19 N -1.030 0.550 -1.998
20 H 4.424 -1.784 3.142
21 H 5.955 -2.327 1.249
22 H 5.212 -1.920 -1.038
23 H 2.175 -0.847 2.622
24 H 4.474 -1.684 -2.884
25 H 3.421 -1.477 -5.091
26 H 1.109 -0.680 -5.264
27 H -0.499 0.519 -5.324
28 H -2.562 1.852 -5.293
29 H -3.594 2.432 -3.095
30 H -2.580 1.516 -1.038
31 N -2.668 -2.800 1.189
32 C -1.477 -3.354 0.787
33 C -1.335 -4.738 1.014
34 C -0.195 -5.384 0.604
35 C 0.762 -4.650 -0.097
36 C 0.536 -3.311 -0.305
37 N -0.536 -2.628 0.161
38 C -3.160 -1.516 1.270
39 C -4.529 -1.393 1.578
40 C -5.083 -0.144 1.713
41 C -4.244 0.964 1.590
42 C -2.914 0.762 1.293
43 N -2.358 -0.455 1.094
44 H -3.335 -3.499 1.497
45 H -2.127 -5.275 1.513
46 H -0.058 -6.434 0.800
47 H 1.654 -5.126 -0.470
48 H 1.234 -2.745 -0.910
49 H -5.132 -2.280 1.694
50 H -6.134 -0.029 1.927
51 H -4.631 1.961 1.716
52 H -2.243 1.618 1.215
53 O 0.234 0.874 2.267
54 C 0.281 2.025 1.758
55 N 0.307 2.171 0.419
56 C 0.316 3.535 0.097
57 O 0.285 3.943 -1.038
58 C 0.323 4.294 1.384
59 C 0.357 5.644 1.661
60 C 0.370 6.028 3.001
61 C 0.321 5.091 4.020
62 C 0.268 3.728 3.744
63 C 0.288 3.345 2.418
64 H 0.373 6.373 0.867
65 H 0.423 7.076 3.245
66 H 0.330 5.416 5.047
67 H 0.211 2.996 4.533